Version one
An isolated ion of composition C6H15N and charge -1. Source: OMol25; level of theory: the ωB97M-V functional and the def2-TZVPD basis.

## Properties
- HOMO (alpha / beta) (eV) = 1.5 / -5.1
- molecular weight (g mol⁻¹) = 101.2

```
! wB97M-V def2-TZVPD RIJCOSX def2/J DEFGRID3
* xyz -1 2
C -0.497 -0.629 -0.044
N 0.908 -0.884 -0.373
C 1.867 -0.301 0.582
C 1.775 1.261 0.649
C 0.792 2.086 1.488
C -1.282 -1.535 -0.996
C -2.677 -0.935 -1.356
H -0.664 -1.071 0.961
H -0.837 0.407 0.015
H 1.169 -0.591 -1.305
H 2.837 -0.605 0.201
H 1.585 -0.636 1.584
H 1.946 1.749 -0.307
H 2.812 1.471 1.048
H -0.055 2.386 0.865
H 0.412 1.556 2.358
H 1.239 3.044 1.808
H -1.364 -2.609 -0.812
H -0.738 -1.705 -1.943
H -3.105 -1.257 -2.295
H -2.733 0.156 -1.514
H -3.390 -1.357 -0.614
*
```

Table of Mulliken atomic charges, one value per atom, all in e: 0.428, -0.165, -1.360, -0.943, -3.286, -0.428, -1.667, 0.240, -0.701, 0.483, 0.285, 0.658, -0.009, 0.949, 0.645, 0.525, 1.257, 0.349, 0.278, 0.478, 0.621, 0.364

=====

Version two
An isolated ion of composition C6H15N and charge -1. Source: OMol25; level of theory: the ωB97M-V functional and the def2-TZVPD basis.

## Properties
- HOMO (alpha / beta) (eV) = 1.5 / -5.4
- molecular weight (g mol⁻¹) = 101.2

```
! wB97M-V def2-TZVPD RIJCOSX def2/J DEFGRID3
* xyz -1 2
C -2.121 0.385 1.572
C -2.008 -0.739 0.560
C -1.492 -0.345 -0.835
C -0.129 0.362 -0.841
C 1.039 -0.630 -0.842
C 2.392 -0.002 -0.492
N 2.435 0.868 0.682
H -2.840 1.138 1.256
H -1.162 0.842 1.813
H -2.426 -0.016 2.536
H -3.036 -1.117 0.435
H -1.483 -1.642 0.882
H -2.251 0.356 -1.207
H -1.481 -1.184 -1.536
H -0.099 1.063 -1.655
H 0.002 0.880 0.106
H 1.114 -0.998 -1.878
H 0.869 -1.503 -0.211
H 3.094 -0.825 -0.323
H 2.687 0.622 -1.335
H 1.717 0.797 1.387
H 2.586 1.834 0.429
*
```

Table of Mulliken atomic charges, one value per atom, all in e: -3.040, -0.486, -1.044, -0.633, -0.735, -0.848, -1.110, 0.374, 0.552, 1.179, 0.400, 0.399, 0.592, 0.292, 0.883, -0.233, 0.353, 0.211, 0.241, 0.564, 0.464, 0.626

=====

So which one is most stable? That would be version two, about 89.1 kJ/mol below the next structure.

=====

Version one
A 3-piece molecular cluster, C2H9NS overall. Source: OMol25; level of theory: the ωB97M-V functional and the def2-TZVPD basis.

## Properties
- HOMO (eV) = -8.9
- molecular weight (g mol⁻¹) = 79.2
- structure (SMILES) = [H][H].C1CS1.N

```
! wB97M-V def2-TZVPD RIJCOSX def2/J DEFGRID3
* xyz 0 1
H 1.173 -3.352 -0.115
H 1.817 -3.229 0.222
C 0.053 0.928 1.103
C -1.002 1.811 0.593
S 0.322 2.693 1.468
H 0.857 0.616 0.451
H -0.071 0.213 1.896
H -1.217 1.909 -0.459
H -1.842 1.834 1.262
N -0.148 -1.066 -1.763
H 0.659 -1.371 -1.226
H 0.230 -0.306 -2.316
H -0.832 -0.680 -1.116
*
```

Table of Mulliken atomic charges, one value per atom, all in e: -0.058, 0.066, -0.506, -0.497, -0.141, 0.264, 0.296, 0.319, 0.242, -0.710, 0.206, 0.258, 0.262

=====

Version two
C2H9NS as an isolated structure. Source: OMol25; level of theory: the ωB97M-V functional and the def2-TZVPD basis.

## Properties
- HOMO (eV) = -9.0
- molecular weight (g mol⁻¹) = 79.2

```
! wB97M-V def2-TZVPD RIJCOSX def2/J DEFGRID3
* xyz 0 1
N 0.838 2.785 0.179
H 1.750 2.949 -0.249
H 1.529 -1.690 -3.970
H 0.295 3.534 -0.221
H 0.397 1.935 -0.083
C 0.237 -1.336 -0.528
C 0.520 -1.062 0.922
S -1.102 -0.315 0.238
H 0.778 -1.548 -3.703
H 0.923 -0.635 -1.145
H -0.127 -2.359 -0.828
H 1.467 -0.591 1.012
H 0.218 -1.659 1.757
*
```

Table of Mulliken atomic charges, one value per atom, all in e: -0.639, 0.217, 0.112, 0.208, 0.196, -0.293, -0.536, -0.182, -0.106, 0.173, 0.308, 0.248, 0.295

=====

So which one is most stable? That would be version one, about 51.3 kJ/mol below the next structure.

=====

Version one
A 2-piece molecular cluster, C2H9NS overall. Source: OMol25; level of theory: the ωB97M-V functional and the def2-TZVPD basis.

## Properties
- HOMO (eV) = -9.3
- molecular weight (g mol⁻¹) = 79.2
- structure (SMILES) = CCN.S

```
! wB97M-V def2-TZVPD RIJCOSX def2/J DEFGRID3
* xyz 0 1
C 0.547 -0.716 2.127
C -0.234 -0.048 1.026
N -0.195 -0.877 -0.200
H 0.608 -0.069 2.999
H 1.580 -0.881 1.799
H 0.138 -1.670 2.462
H 0.271 0.885 0.790
H -1.249 0.179 1.355
H -0.344 -1.841 0.076
H -0.932 -0.579 -0.824
S 0.129 1.415 -4.284
H -0.884 1.578 -3.420
H 0.565 2.624 -3.906
*
```

Table of Mulliken atomic charges, one value per atom, all in e: -1.129, -0.226, -0.549, 0.332, 0.302, 0.338, 0.250, 0.274, 0.212, 0.201, -0.266, 0.123, 0.139

=====

Version two
A 2-piece molecular cluster, C2H9NS overall. Source: OMol25; level of theory: the ωB97M-V functional and the def2-TZVPD basis.

## Properties
- HOMO (eV) = -9.0
- molecular weight (g mol⁻¹) = 79.2
- structure (SMILES) = CCN.S

```
! wB97M-V def2-TZVPD RIJCOSX def2/J DEFGRID3
* xyz 0 1
C 1.779 0.703 -0.167
C 0.413 0.014 0.059
N -0.407 0.767 0.974
H 1.908 1.261 -1.092
H 1.917 1.480 0.590
H 2.552 -0.041 0.011
H -0.067 -0.124 -0.919
H 0.633 -1.009 0.357
H -1.221 0.254 1.233
H -0.695 1.662 0.619
S -2.609 -1.203 -0.770
H -1.344 -1.552 -0.975
H -2.860 -2.212 0.082
*
```

Table of Mulliken atomic charges, one value per atom, all in e: -1.095, -0.138, -0.614, 0.297, 0.336, 0.257, 0.092, 0.413, 0.248, 0.203, -0.340, 0.173, 0.168

=====

So which one is most stable? That would be version one, about 23.8 kJ/mol below the next structure.

=====

Version one
A 2-piece molecular cluster, C2H9NS overall. Source: OMol25; level of theory: the ωB97M-V functional and the def2-TZVPD basis.

## Properties
- HOMO (eV) = -9.5
- molecular weight (g mol⁻¹) = 79.2
- structure (SMILES) = CCN.S

```
! wB97M-V def2-TZVPD RIJCOSX def2/J DEFGRID3
* xyz 0 1
C 0.945 -0.019 1.006
C 0.933 -0.865 -0.276
N -0.484 -1.020 -0.664
H 1.953 0.241 1.320
H 0.306 0.804 0.710
H 0.543 -0.625 1.818
H 1.351 -0.263 -1.084
H 1.456 -1.819 -0.220
H -0.991 -1.663 -0.072
H -0.580 -1.361 -1.613
S -1.810 2.804 -0.379
H -2.439 1.971 0.462
H -1.184 1.812 -1.009
*
```

Table of Mulliken atomic charges, one value per atom, all in e: -0.694, -0.402, -0.516, 0.314, 0.068, 0.257, 0.287, 0.332, 0.194, 0.201, -0.324, 0.151, 0.131

=====

Version two
A 2-piece molecular cluster, C2H9NS overall. Source: OMol25; level of theory: the ωB97M-V functional and the def2-TZVPD basis.

## Properties
- HOMO (eV) = -9.4
- molecular weight (g mol⁻¹) = 79.2
- structure (SMILES) = CCN.S

```
! wB97M-V def2-TZVPD RIJCOSX def2/J DEFGRID3
* xyz 0 1
C 1.150 1.337 -0.443
C -0.090 0.789 0.364
N -1.242 0.417 -0.489
H 2.021 1.010 0.113
H 1.359 0.789 -1.382
H 0.992 2.400 -0.594
H 0.311 0.016 0.993
H -0.388 1.466 1.094
H -1.543 1.303 -0.948
H -1.896 0.080 0.196
S 0.014 -3.249 0.973
H -1.081 -2.756 0.307
H 0.392 -3.602 -0.185
*
```

Table of Mulliken atomic charges, one value per atom, all in e: -1.065, -0.294, -0.609, 0.305, 0.312, 0.308, 0.298, 0.303, 0.241, 0.229, -0.321, 0.154, 0.140

=====

So which one is most stable? That would be version one, about 58.1 kJ/mol below the next structure.

=====

Version one
A 2-piece molecular cluster, C2H9NS overall. Source: OMol25; level of theory: the ωB97M-V functional and the def2-TZVPD basis.

## Properties
- HOMO (eV) = -9.0
- molecular weight (g mol⁻¹) = 79.2
- structure (SMILES) = CNC.S

```
! wB97M-V def2-TZVPD RIJCOSX def2/J DEFGRID3
* xyz 0 1
C -1.035 -0.911 -0.885
N 0.045 -0.262 -0.127
C -0.126 -0.482 1.337
H -1.025 -1.998 -0.756
H -1.006 -0.646 -1.939
H -2.002 -0.570 -0.518
H 0.893 -0.721 -0.450
H -0.533 -1.462 1.578
H 0.875 -0.336 1.735
H -0.783 0.322 1.654
S 1.685 2.819 -0.133
H 2.436 2.026 -0.879
H 0.576 2.221 -0.619
*
```

Table of Mulliken atomic charges, one value per atom, all in e: -0.933, -0.221, -0.906, 0.330, 0.298, 0.311, 0.221, 0.317, 0.352, 0.274, -0.302, 0.123, 0.136

=====

Version two
A 3-piece molecular cluster, C2H9NS overall. Source: OMol25; level of theory: the ωB97M-V functional and the def2-TZVPD basis.

## Properties
- HOMO (eV) = -8.5
- molecular weight (g mol⁻¹) = 79.2
- structure (SMILES) = [H][H].C1CS1.N

```
! wB97M-V def2-TZVPD RIJCOSX def2/J DEFGRID3
* xyz 0 1
H -2.234 -3.804 -0.444
H -1.686 -3.350 -0.646
C -0.794 -0.178 -0.383
C 0.437 -0.802 0.114
S 0.400 -0.524 -1.708
H -0.921 0.895 -0.271
H -1.722 -0.703 -0.576
H 1.187 -0.166 0.560
H 0.303 -1.793 0.512
N 1.301 2.395 0.701
H 0.824 2.441 1.576
H 2.176 2.889 0.637
H 0.730 2.699 -0.074
*
```

Table of Mulliken atomic charges, one value per atom, all in e: 0.227, -0.236, -0.407, -0.600, -0.155, 0.180, 0.275, 0.425, 0.288, -0.615, 0.212, 0.195, 0.210

=====

So which one is most stable? That would be version one, about 93.9 kJ/mol below the next structure.

=====

Version one
A 2-piece molecular cluster, CH3NO4S overall. Source: OMol25; level of theory: the ωB97M-V functional and the def2-TZVPD basis.

## Properties
- HOMO (alpha / beta) (eV) = -9.7 / -11.3
- molecular weight (g mol⁻¹) = 125.1

```
! wB97M-V def2-TZVPD RIJCOSX def2/J DEFGRID3
* xyz 0 1
C 1.302 -0.311 -0.051
N -2.534 -1.454 0.092
O -1.590 -0.687 -0.061
O -3.700 -1.288 0.202
O 0.934 2.000 1.229
O 0.990 1.915 -1.276
S 0.425 1.413 -0.012
H 0.736 -1.076 0.507
H 1.222 -0.620 -1.101
H 2.214 0.109 0.471
*
```

Table of Mulliken atomic charges, one value per atom, all in e: -0.766, 0.652, -0.362, -0.315, -0.508, -0.482, 0.831, 0.297, 0.307, 0.345

=====

Version two
The molecule CH3NO4S. Source: OMol25; level of theory: the ωB97M-V functional and the def2-TZVPD basis.

## Properties
- HOMO (eV) = -10.7
- molecular weight (g mol⁻¹) = 125.1

```
! wB97M-V def2-TZVPD RIJCOSX def2/J DEFGRID3
* xyz 0 1
C -1.645 0.036 0.100
N 2.007 -0.524 0.089
O 2.625 -1.330 -0.487
O 2.357 0.380 0.806
O -0.054 1.736 -0.873
O 0.634 -0.543 -0.069
S -0.077 1.023 0.337
H -1.742 -0.921 0.769
H -1.452 -0.330 -0.817
H -2.652 0.473 0.144
*
```

Table of Mulliken atomic charges, one value per atom, all in e: -0.897, 1.166, -0.521, -0.597, -0.452, -0.330, 0.623, 0.308, 0.345, 0.355

=====

Version three
The molecule CH3NO4S. Source: OMol25; level of theory: the ωB97M-V functional and the def2-TZVPD basis.

## Properties
- HOMO (eV) = -10.6
- molecular weight (g mol⁻¹) = 125.1

```
! wB97M-V def2-TZVPD RIJCOSX def2/J DEFGRID3
* xyz 0 1
C 1.734 -0.577 -0.078
N -1.496 0.834 0.158
O 0.531 -1.092 0.323
O 2.072 0.482 -0.394
O -2.031 -1.493 -0.238
O -0.474 1.709 0.508
S -1.244 -0.780 0.709
H 2.379 -1.531 0.069
H -1.716 0.898 -0.840
H 0.244 1.549 -0.217
*
```

Table of Mulliken atomic charges, one value per atom, all in e: 0.217, -0.245, -0.402, -0.450, -0.460, -0.389, 0.786, 0.296, 0.302, 0.345

=====

Version four
A 2-piece molecular cluster, CH3NO4S overall. Source: OMol25; level of theory: the ωB97M-V functional and the def2-TZVPD basis.

## Properties
- HOMO (eV) = -10.8
- molecular weight (g mol⁻¹) = 125.1

```
! wB97M-V def2-TZVPD RIJCOSX def2/J DEFGRID3
* xyz 0 1
C -1.624 0.965 -1.067
N 0.560 0.462 -0.499
O 1.413 -0.331 -0.376
O 1.539 -2.578 1.467
O 1.990 -0.466 2.580
O -0.605 -0.064 -0.959
S 2.357 -1.440 1.629
H -2.500 0.515 -1.537
H -1.055 1.935 -1.263
H -2.074 1.003 0.027
*
```

Table of Mulliken atomic charges, one value per atom, all in e: -0.467, 0.211, -0.376, -0.368, -0.391, -0.136, 0.751, 0.270, 0.280, 0.226

=====

So which one is most stable? That would be version three, about 71.0 kJ/mol below the next structure.